Entry 1:
The following is a DFT calculation (ωB97M-V with the def2-TZVPD basis set) of a structure of composition C24H56CuN9O11.

Structure (XYZ):
```
101
Properties=species:S:1:pos:R:3
Cu -0.384 -0.987 -0.020
O -0.922 1.130 -0.327
O 1.509 -0.040 -1.255
O -2.299 -0.591 1.191
O -0.738 1.522 -6.918
O -1.882 -1.299 -1.650
O -2.220 -1.523 -3.676
O 1.086 -0.369 1.565
O 0.349 3.876 4.143
O -0.611 -2.831 1.177
O 0.565 -2.916 -1.164
O -3.748 -0.749 -2.354
N -2.603 -1.162 -2.569
N -2.951 0.377 3.075
N -0.319 2.890 -1.498
N -2.624 -3.694 1.614
N 2.636 0.839 -2.913
N 2.032 -4.575 -1.811
N 1.766 2.691 5.475
N -1.741 0.959 -4.983
N 3.029 0.762 1.960
C 1.331 -3.399 -1.972
C -1.963 3.135 0.350
C -1.562 0.377 3.628
C 3.941 -0.042 -1.061
C 1.775 5.082 5.520
C -3.202 -0.218 1.940
C 1.309 1.369 5.099
C -4.638 -0.498 1.342
C -1.360 -3.357 2.000
C -1.228 0.637 -6.171
C 2.889 -1.720 2.347
C -1.040 -3.236 3.486
C 1.343 -2.818 -3.344
C 1.909 -5.381 -0.589
C 2.591 0.320 -1.712
C 2.243 -0.372 1.945
C -2.007 2.272 -4.384
C 2.471 2.092 1.669
C -1.044 2.330 -0.502
C -3.130 -3.816 0.243
C 1.555 1.108 -3.852
C -1.128 -0.852 -6.662
C -0.143 4.253 -1.895
C 1.238 3.807 4.958
H 1.383 2.042 1.698
H 1.500 1.126 4.054
H -1.445 -0.953 -7.701
H 2.419 -2.590 1.888
H -2.957 2.663 -4.749
H -1.610 0.583 4.697
H 1.944 -4.699 0.260
H 4.320 0.580 -0.250
H -1.948 2.185 -3.299
H -0.110 -1.237 -6.715
H 0.710 -1.930 -3.317
H 0.685 4.473 -2.568
H 2.859 2.588 0.779
H -5.284 0.338 1.608
H 2.443 2.732 6.223
H -1.025 1.267 3.300
H 2.453 -5.007 -2.621
H 0.589 1.538 -3.587
H -1.960 -3.595 3.949
H 3.867 0.625 2.507
H 2.364 -2.500 -3.554
H 1.983 0.717 5.653
H 0.282 2.230 -1.970
H 3.814 -1.011 -0.579
H -1.269 3.053 -4.567
H -3.674 0.944 3.494
H 1.935 4.966 6.592
H 2.934 2.746 2.409
H 0.022 4.992 -1.110
H -5.046 -1.431 1.732
H -3.305 -3.955 2.312
H 3.907 -1.892 1.995
H 0.875 -5.679 -0.416
H -1.372 3.525 1.179
H 1.993 1.902 -4.456
H -0.109 -3.676 3.844
H 3.556 0.992 -3.302
H -0.991 -2.294 4.033
H 1.038 5.869 5.357
H -2.046 0.088 -4.574
H -1.927 -1.384 -6.146
H -2.771 2.465 0.645
H 1.428 0.326 -4.601
H -0.937 -0.454 3.302
H 2.710 5.233 4.982
H 2.976 -1.972 3.404
H 0.281 1.225 5.434
H 2.621 -6.177 -0.368
H -2.339 -3.746 -0.503
H -2.349 4.045 -0.108
H -3.607 -4.782 0.077
H 4.764 -0.017 -1.775
H -4.644 -0.573 0.255
H 0.850 -3.549 -3.984
H -3.805 -2.978 0.070
H -1.052 4.638 -2.358
```

## Properties
* spin multiplicity: 2
* ⟨S²⟩: 0.75
* ΔE to the lowest compared entry with this formula, charge and spin: 2.787 eV
* Kohn-Sham gap (alpha / beta): 0.3019 / 0.1968 Eh
* net charge: +1

---

Entry 2:
The following is a DFT calculation (ωB97M-V with the def2-TZVPD basis set) of a structure of composition C24H56FInNO6.

Structure (XYZ):
```
89
Properties=species:S:1:pos:R:3
In 5.555 2.248 -0.837
F 7.356 1.237 1.926
O -3.010 -3.781 2.639
O -4.054 2.363 -3.862
O -1.866 1.014 -2.257
O -1.795 -6.563 2.923
O -4.003 -0.916 -1.240
O -5.111 -4.750 4.617
N 1.425 -2.416 2.182
C -3.103 -0.124 -0.486
C 6.001 1.511 2.208
C 3.414 6.224 -1.670
C 2.488 -1.129 -0.492
C -5.318 -4.191 3.335
C 4.151 3.750 -1.693
C 5.485 2.642 1.369
C -1.156 -5.311 3.096
C -2.794 1.173 -1.198
C 3.199 0.228 -0.447
C 4.606 0.243 -1.031
C -2.835 1.829 -4.344
C 4.336 5.145 -1.093
C 1.063 -1.098 0.080
C -6.001 -4.231 5.574
C -4.053 -2.240 -0.764
C -4.178 -4.549 2.408
C 0.689 -2.318 0.909
C 3.784 6.664 -3.093
C -4.320 3.640 -4.388
C -2.125 -4.283 3.632
C -2.409 0.641 -3.511
C 3.522 8.145 -3.352
C -1.070 -7.416 2.068
H 2.569 0.963 -0.967
H -3.242 -0.056 -3.393
H 5.376 5.473 -1.238
H -0.390 -2.300 1.107
H -2.307 1.834 -0.478
H 0.947 -0.205 0.710
H 4.234 3.802 -2.786
H -0.315 -5.414 3.796
H -1.542 -3.423 3.967
H 5.458 0.581 2.008
H 5.985 1.693 3.291
H 3.509 8.388 -4.418
H 2.050 -1.625 2.291
H -5.886 -3.145 5.678
H -2.048 2.593 -4.306
H 2.390 5.829 -1.673
H 0.882 -3.226 0.323
H 4.284 8.776 -2.884
H 5.972 3.577 1.665
H -7.045 -4.443 5.312
H 3.129 3.406 -1.476
H -3.530 4.353 -4.125
H 3.214 0.560 0.603
H 3.095 -1.864 0.051
H -3.535 0.095 0.501
H -3.966 -5.620 2.468
H -3.071 -2.722 -0.819
H -0.751 -4.956 2.140
H -4.391 -2.278 0.280
H -1.626 -8.347 1.986
H -2.950 1.511 -5.391
H 4.417 2.750 1.606
H 4.559 -0.016 -2.097
H -0.071 -7.632 2.467
H 4.843 6.441 -3.266
H -5.264 3.979 -3.965
H -5.773 -4.707 6.526
H 4.195 5.100 -0.007
H 7.171 2.343 -1.547
H -2.165 -0.674 -0.331
H 2.558 8.453 -2.935
H 3.235 6.070 -3.829
H -6.259 -4.567 2.907
H 5.214 -0.532 -0.548
H -4.410 3.615 -5.482
H 2.463 -1.471 -1.533
H -4.759 -2.787 -1.387
H -3.716 1.647 -1.543
H 0.779 -2.384 2.960
H -5.393 -3.098 3.408
H -2.676 -4.687 4.485
H 3.403 7.106 -1.015
H 0.327 -0.995 -0.724
H -0.951 -6.974 1.072
H -4.495 -4.311 1.391
H -1.601 0.138 -4.047
```

## Properties
* Kohn-Sham gap: 0.2344 Eh
* net charge: -1

---

Among the records above, which one has the highest net charge? C24H56CuN9O11

---

Which of these has the highest net charge? C24H56CuN9O11

---

Which value of net charge does entry 2 give? -1

---

net charge of number 2 (C24H56FInNO6)? -1